Density functional theory data (ωB97M-V/def2-TZVPD) for a structure of composition C23H44GdNP3S.

Structure (XYZ):
```
73
Properties=species:S:1:pos:R:3:forces:R:3:mulliken_charge:R:1
Gd -0.31438 -0.09950 -0.56125 -0.94 0.41 0.50 -0.30
P -1.28991 0.66718 2.13195 0.05 0.38 0.99 0.78
P 1.36386 2.11153 0.35193 1.14 0.89 0.01 1.17
P -1.53907 -2.40802 0.81572 -0.27 -1.29 0.23 1.08
H 6.00121 -3.06076 -2.72188 -0.48 -0.15 -0.07 0.32
C 5.19450 -3.68732 -3.11934 1.15 -0.67 1.42 -0.38
C 4.32251 -3.25751 -4.03593 -1.18 0.46 -1.04 -0.31
H 4.23051 -2.21014 -4.31364 0.29 -0.26 -0.22 0.31
C -0.21958 0.29290 3.58731 -0.02 -0.10 -0.14 -1.01
C -1.52756 2.47225 2.32685 -0.03 0.11 -0.08 -1.21
C -2.92345 0.14757 2.78754 -0.20 -0.15 -0.12 -1.19
C 2.59320 2.08547 -1.00890 0.02 -0.24 -0.04 -0.92
C 1.04446 3.91688 0.41598 -0.54 0.07 -0.09 -1.50
C 2.50859 1.90616 1.77865 -0.23 -0.34 0.03 -1.58
C -1.03920 -3.89040 -0.14775 0.06 0.09 -0.11 -1.06
C -3.33285 -2.77144 0.94878 -0.15 0.25 -0.26 -1.38
C -0.92399 -2.92714 2.47559 0.20 0.31 -0.11 -1.31
H 5.15437 -4.71897 -2.75656 0.20 0.26 -0.30 0.30
H 3.70134 -3.97959 -4.56547 -0.13 0.23 0.20 0.30
H -0.74335 0.59235 4.50540 0.18 -0.04 -0.20 0.41
H 0.72915 0.83493 3.51536 -0.28 -0.18 0.07 0.13
H 0.00039 -0.77961 3.63487 -0.02 0.36 0.05 0.22
H -2.06722 2.66251 3.26269 0.18 0.04 -0.18 0.52
H -2.12562 2.85673 1.49337 0.06 0.01 0.13 0.33
H -0.57521 3.00959 2.35055 -0.20 -0.14 0.10 0.38
H -3.11787 0.69566 3.71905 0.07 -0.17 -0.21 0.56
H -2.97123 -0.92598 2.99391 0.04 0.34 0.04 0.29
H -3.71079 0.40024 2.06771 0.11 -0.05 0.27 0.36
H 3.32432 2.89772 -0.88516 -0.26 -0.16 -0.10 0.52
H 2.08576 2.17526 -1.98189 0.27 0.07 0.18 0.43
H 3.12506 1.12983 -0.96485 -0.19 0.45 -0.02 -0.24
H 1.75660 4.39513 1.10444 -0.24 -0.13 -0.25 0.46
H 0.01775 4.10443 0.74999 0.35 0.22 -0.11 0.38
H 1.17206 4.33653 -0.59098 -0.07 -0.04 0.30 0.48
H 3.36468 2.58457 1.65787 -0.27 -0.14 -0.02 0.49
H 2.86553 0.86841 1.81094 -0.07 0.23 0.12 0.35
H 1.99378 2.14461 2.71746 0.24 -0.03 -0.24 0.44
H -1.38050 -4.77930 0.40322 0.18 0.19 -0.29 0.51
H 0.05118 -3.91298 -0.28153 -0.38 -0.11 0.06 0.10
H -1.51941 -3.85626 -1.13526 0.17 -0.13 0.21 0.37
H -3.46966 -3.85390 1.07444 0.01 0.29 0.00 0.46
H -3.81761 -2.45618 0.01499 -0.04 -0.20 0.22 0.39
H -3.80751 -2.24502 1.78269 0.10 -0.18 -0.25 0.38
H -1.09946 -4.00310 2.60465 -0.02 0.27 -0.08 0.49
H -1.42344 -2.38554 3.28627 0.13 -0.17 -0.20 0.43
H 0.15421 -2.73090 2.52599 -0.20 -0.12 0.09 0.34
C 2.52280 -1.75728 -1.73248 -1.53 0.04 -1.39 1.09
C 2.99166 -2.65354 -0.75083 0.74 -0.63 1.27 -0.36
C 4.22514 -2.42502 -0.15867 0.06 -0.41 0.21 -0.63
C 5.02498 -1.34230 -0.54832 -0.11 0.19 -0.11 -0.50
C 4.62076 -0.54301 -1.63248 -0.40 0.29 -0.60 -0.55
C 3.39623 -0.77883 -2.25940 1.10 0.79 -0.09 -1.03
S 0.91382 -1.84473 -2.31865 1.15 -0.32 -0.44 0.00
H 1.06373 -0.94386 0.48966 0.83 -0.29 0.71 0.16
H 2.34669 -3.47620 -0.44678 0.25 0.15 0.00 0.39
H 4.61008 -3.09032 0.61127 -0.27 0.07 -0.08 0.60
H 5.97239 -1.13573 -0.02713 -0.50 -0.15 -0.32 0.49
H 5.24375 0.28987 -1.97627 -0.16 -0.41 0.12 0.47
H 3.04549 -0.18289 -3.11595 0.31 -0.23 0.53 0.57
C -5.68332 3.62554 -2.20412 -0.05 0.31 -0.09 -1.37
C -4.51263 2.83805 -1.70926 -0.31 -0.06 -0.09 0.96
C -4.71156 1.68518 -0.94456 0.30 -0.42 0.33 -0.95
C -3.62420 0.90429 -0.58386 0.32 0.37 -0.48 -0.19
N -2.34593 1.22320 -0.93456 -0.72 0.77 0.11 0.16
C -2.14951 2.40242 -1.58937 -0.56 -0.69 0.18 -0.35
C -3.20095 3.20418 -2.00832 0.50 0.03 0.06 -0.92
H -6.29281 3.02632 -2.89228 0.15 0.04 0.16 0.35
H -6.33270 3.92997 -1.37574 0.11 -0.09 -0.11 0.36
H -5.35902 4.52361 -2.73559 -0.08 -0.13 0.09 0.37
H -5.70936 1.37985 -0.62355 0.26 0.12 -0.20 0.47
H -3.76890 -0.01121 -0.00518 0.14 0.23 -0.30 0.47
H -1.11159 2.68856 -1.78478 -0.24 -0.08 -0.07 0.44
H -2.99120 4.11500 -2.56859 -0.08 -0.22 0.15 0.40
```
Positions in Å, forces in eV/Å.

* multiplicity: 8
* molar mass: 616.85 g/mol
* expectation value of S²: 16.7720
* ΔE to the lowest compared entry with this formula, charge and spin: 0.0 kcal per mole
* frontier orbital gap (alpha / beta): 4.64 / 3.05 eV
* DFT total energy: -85562.1971 eV
* LUMO level (alpha / beta): -12.2 / -13.5 eV
* charge: +3
* largest force on an atom: 2.1 eV Å⁻¹